[1]
69
Properties=species:S:1:pos:R:3:nbo_charge:R:1 method="wB97M-V/def2-TZVPD" total_charge=+1 total_energy_ha=-4279.522328 mol_weight_g_mol=725.22 spin_multiplicity=5 s2=6.04 fmax_ev_per_a=1.73 e_homo_ev="-9.7 / -9.8" orbital_gap_ev="7.356 / 7.196"
Cr -0.81 0.23 -0.64 0.66
C -0.66 -3.07 0.05 -0.64
C -1.94 -2.53 0.62 0.26
C -2.91 -3.41 1.14 -0.28
C -4.06 -2.90 1.68 -0.09
C -4.26 -1.50 1.72 -0.12
C -5.41 -0.92 2.29 -0.19
C -5.55 0.44 2.30 -0.19
C -4.55 1.26 1.74 -0.21
C -3.41 0.73 1.17 -0.18
S -2.20 1.81 0.54 -0.35
C -3.25 -0.69 1.15 0.20
N -2.12 -1.23 0.60 -0.55
H -0.44 -4.05 0.46 0.23
H 0.16 -2.39 0.28 0.23
H -0.73 -3.17 -1.04 0.24
H -2.74 -4.48 1.10 0.23
H -4.83 -3.56 2.07 0.23
H -6.16 -1.56 2.73 0.22
H -6.43 0.90 2.74 0.23
H -4.67 2.34 1.74 0.23
Cl -1.79 -2.15 -3.52 0.03
C -3.11 -1.04 -3.18 -0.39
Cl -2.62 0.33 -2.12 0.07
H -3.88 -1.59 -2.65 0.24
H -3.47 -0.62 -4.11 0.25
C 0.02 4.01 2.26 -0.41
N 0.74 2.89 1.65 -0.41
C 1.30 3.18 0.34 -0.40
C 0.58 1.64 2.09 0.44
S 0.85 0.28 1.07 -0.26
N 0.30 1.44 3.38 -0.42
C -0.28 0.19 3.85 -0.40
C 0.83 2.29 4.43 -0.41
H -0.52 4.54 1.48 0.22
H 0.72 4.71 2.73 0.21
H -0.70 3.65 2.98 0.23
H 1.73 4.18 0.37 0.22
H 0.52 3.16 -0.43 0.19
H 2.07 2.47 0.10 0.25
H -0.88 -0.26 3.06 0.23
H -0.92 0.39 4.70 0.21
H 0.50 -0.52 4.15 0.21
H 1.57 2.98 4.02 0.22
H 1.32 1.66 5.17 0.22
H 0.05 2.86 4.94 0.21
Te 0.88 0.26 -2.69 0.64
C 2.72 1.10 -2.03 -0.27
C 3.50 0.45 -1.08 -0.16
C 4.67 1.04 -0.63 -0.21
C 5.05 2.28 -1.11 -0.20
C 4.28 2.92 -2.08 -0.21
C 3.12 2.33 -2.54 -0.24
C 1.76 -1.60 -3.27 -0.26
C 1.95 -1.78 -4.63 -0.17
C 2.49 -2.97 -5.10 -0.21
C 2.84 -3.97 -4.21 -0.19
C 2.66 -3.78 -2.85 -0.19
C 2.11 -2.60 -2.37 -0.25
H 3.19 -0.51 -0.69 0.21
H 5.28 0.52 0.10 0.23
H 5.95 2.75 -0.74 0.23
H 4.60 3.88 -2.47 0.23
H 2.53 2.81 -3.31 0.23
H 1.68 -1.00 -5.32 0.22
H 2.64 -3.11 -6.16 0.23
H 3.26 -4.90 -4.57 0.23
H 2.94 -4.56 -2.15 0.22
H 1.94 -2.47 -1.31 0.22


[2]
55
Properties=species:S:1:pos:R:3:nbo_charge:R:1 method="wB97M-V/def2-TZVPD" total_charge=0 total_energy_ha=-1597.837629 mol_weight_g_mol=478.41 spin_multiplicity=1 e_above_lowest_kj_mol=0.00 fmax_ev_per_a=0.74 e_homo_ev=-6.3 orbital_gap_ev=6.807
Ag 1.27 -0.75 0.75 0.82
C 1.34 2.32 2.59 -0.41
N 0.92 1.84 1.28 -0.47
C 1.65 2.57 0.23 -0.41
C -0.50 1.87 1.06 0.10
C -1.37 2.62 1.83 -0.25
C -2.74 2.58 1.59 -0.26
C -3.24 1.79 0.57 -0.24
C -2.37 1.04 -0.21 -0.22
C -0.99 1.05 0.00 0.14
N -0.09 0.24 -0.66 -0.80
C 0.15 0.32 -1.99 0.16
C -0.58 1.14 -2.88 -0.26
C -0.26 1.22 -4.23 -0.20
C 0.80 0.49 -4.75 -0.29
C 1.55 -0.30 -3.89 -0.21
C 1.26 -0.39 -2.54 0.05
N 2.07 -1.22 -1.66 -0.49
C 1.71 -2.63 -1.81 -0.41
C 3.50 -1.04 -1.86 -0.41
H 1.28 3.41 2.68 0.17
H 2.38 2.03 2.75 0.21
H 0.73 1.87 3.37 0.20
H 1.47 3.65 0.32 0.17
H 1.32 2.24 -0.75 0.23
H 2.72 2.39 0.33 0.20
H -1.00 3.25 2.63 0.21
H -3.40 3.19 2.20 0.21
H -4.30 1.77 0.38 0.21
H -2.77 0.40 -0.99 0.21
H -1.39 1.73 -2.49 0.20
H -0.85 1.85 -4.88 0.20
H 1.05 0.55 -5.80 0.21
H 2.40 -0.84 -4.30 0.20
H 1.98 -3.01 -2.81 0.17
H 0.63 -2.73 -1.69 0.21
H 2.22 -3.23 -1.05 0.20
H 3.87 -1.54 -2.76 0.17
H 4.04 -1.44 -1.01 0.20
H 3.73 0.03 -1.95 0.21
C -1.08 -3.48 0.81 -0.42
N -1.21 -2.57 1.92 -0.41
C -2.41 -1.76 2.04 -0.22
C -2.08 -0.82 3.20 -0.23
N -0.63 -0.93 3.25 -0.59
C -0.17 -1.98 2.53 0.29
S 1.44 -2.49 2.53 -0.30
H -1.84 -4.27 0.90 0.21
H -0.10 -3.93 0.83 0.24
H -1.23 -2.95 -0.14 0.21
H -3.28 -2.39 2.23 0.21
H -2.58 -1.20 1.11 0.22
H -2.54 -1.15 4.14 0.19
H -2.39 0.21 2.99 0.24
H -0.10 -0.59 4.03 0.42


[3]
19
Properties=species:S:1:pos:R:3:nbo_charge:R:1 method="wB97M-V/def2-TZVPD" total_charge=0 total_energy_ha=-310.982677 mol_weight_g_mol=100.16 spin_multiplicity=1 e_above_lowest_kj_mol=201.10 fmax_ev_per_a=3.03 e_homo_ev=-9.7 orbital_gap_ev=10.896
C -0.64 -0.45 2.02 -0.62
C -0.22 0.28 0.76 0.11
O 1.17 0.00 0.55 -0.56
C -1.04 -0.17 -0.43 -0.26
C -0.61 0.00 -1.85 -0.42
C -0.54 -1.33 -1.21 -0.44
C 1.96 1.11 -0.04 -0.25
H -1.70 -0.29 2.22 0.21
H -0.06 -0.10 2.89 0.22
H -0.47 -1.53 1.90 0.21
H -0.36 1.37 0.91 0.17
H 0.43 -1.70 -0.63 0.24
H -2.11 -0.12 -0.29 0.21
H 0.32 0.48 -2.04 0.20
H -1.34 0.18 -2.63 0.22
H -1.24 -2.07 -1.58 0.21
H 1.88 1.92 0.69 0.17
H 1.63 1.50 -1.01 0.17
H 3.00 0.80 -0.12 0.20